Entry 1:
Below is 14 unconnected molecules or ions with the total composition C33H45BrFN15O3S, with properties calculated with wB97M-V/def2-TZVPD.

Positions of all 99 atoms, in Å:
1 O 1.58437 -5.47648 -4.02704
2 C 1.65903 -4.95100 -2.96837
3 Br 3.15622 -5.27413 -1.78654
4 C 0.56263 -4.02417 -2.48038
5 N 0.68941 -2.63862 -2.98669
6 C -0.63713 -2.01891 -2.97834
7 C -1.14364 -1.37485 -1.86048
8 C -2.42568 -0.84491 -1.94538
9 C -3.13467 -1.01222 -3.13118
10 C -2.52538 -1.70718 -4.16800
11 N -1.28748 -2.20156 -4.11408
12 S 1.82894 -1.70341 -2.28523
13 O 2.03213 -2.03557 -0.91622
14 O 1.64069 -0.35581 -2.68416
15 F 3.07976 -2.22813 -3.05060
16 H -0.34067 -4.40618 -2.95444
17 H 0.40949 -4.06109 -1.40342
18 H -0.58486 -1.27128 -0.93818
19 H -2.85174 -0.31161 -1.10799
20 H -4.13625 -0.61905 -3.23333
21 H -3.08469 -1.87341 -5.08384
22 C 4.06622 -2.00338 1.67459
23 C 4.52193 -2.16257 3.05026
24 N 4.89618 -2.28738 4.12682
25 H 3.18917 -2.62159 1.49520
26 H 3.80226 -0.96965 1.46936
27 H 4.86226 -2.30712 0.99718
28 C 2.11675 1.61921 1.95633
29 C 0.84656 1.78102 1.26062
30 N -0.14693 1.90856 0.70227
31 H 2.79130 1.03348 1.33498
32 H 2.56759 2.59156 2.14744
33 H 1.95790 1.09528 2.89732
34 C -2.97698 -4.25796 0.97129
35 C -2.01285 -4.99848 0.16894
36 N -1.25111 -5.58210 -0.45977
37 H -3.11947 -4.75894 1.92697
38 H -2.61572 -3.24616 1.14476
39 H -3.92824 -4.19962 0.44739
40 C -6.82743 -3.09743 -2.09605
41 C -5.77616 -2.45748 -1.32121
42 N -4.94299 -1.95270 -0.71462
43 H -7.58557 -3.48792 -1.42376
44 H -7.28962 -2.36672 -2.75723
45 H -6.41266 -3.90663 -2.69588
46 C 1.71539 2.71944 -3.03718
47 C 1.79294 4.16952 -2.91115
48 N 1.85402 5.31022 -2.81239
49 H 2.32415 2.24619 -2.27084
50 H 0.68645 2.38752 -2.91644
51 H 2.07768 2.41167 -4.01590
52 C -2.31241 0.19206 -7.75218
53 C -3.47163 0.75430 -7.07478
54 N -4.38697 1.20159 -6.54638
55 H -1.47879 0.88749 -7.69726
56 H -2.02601 -0.74902 -7.28276
57 H -2.54920 0.01271 -8.79762
58 C 0.62018 1.83384 5.94200
59 C 0.74816 0.57087 5.22671
60 N 0.87527 -0.41688 4.65680
61 H 1.46271 1.95424 6.61509
62 H 0.60950 2.66683 5.24218
63 H -0.29835 1.85141 6.52389
64 C 3.75136 3.75069 8.80943
65 C 2.45293 4.03817 8.21390
66 N 1.44409 4.26547 7.71784
67 H 4.34344 3.15324 8.12161
68 H 4.28043 4.67724 9.01854
69 H 3.61916 3.19783 9.73767
70 C 6.93760 0.59434 7.96860
71 C 6.90966 1.92028 8.57345
72 N 6.88741 2.96509 9.04588
73 H 7.41066 0.64473 6.99008
74 H 7.50075 -0.08754 8.60240
75 H 5.92355 0.21605 7.85254
76 C 6.56811 6.72150 10.52284
77 C 5.27538 7.08882 9.95847
78 N 4.26041 7.37793 9.50878
79 H 7.10943 6.08765 9.82244
80 H 7.15080 7.61850 10.72304
81 H 6.42279 6.17478 11.45238
82 C 0.03372 -4.20956 -6.46142
83 C -1.23271 -3.64131 -6.90662
84 N -2.23312 -3.19577 -7.24811
85 H 0.51910 -4.73342 -7.28283
86 H 0.68497 -3.41278 -6.10713
87 H -0.13855 -4.90802 -5.64828
88 C -8.59974 0.35132 0.73662
89 C -8.77458 -1.02874 0.30598
90 N -8.91214 -2.11569 -0.03120
91 H -8.26615 0.95972 -0.10165
92 H -9.54379 0.74298 1.10999
93 H -7.85402 0.39673 1.52778
94 C -3.15964 3.88877 -9.50116
95 C -2.17010 2.88705 -9.87673
96 N -1.40094 2.08921 -10.17216
97 H -2.66204 4.75259 -9.06476
98 H -3.71648 4.20371 -10.38140
99 H -3.84970 3.46782 -8.77088

**Max |F|**: 0.55 eV/Å
**LUMO level**: 0.2 eV
**Molar mass**: 830.79 g/mol
**Charge**: 0
**2S+1**: 1

***

Entry 2:
Below is a molecular structure, C36H35AuIN4O2S3Si2 in a non-equilibrium geometry, with properties calculated with wB97M-V/def2-TZVPD.

Positions of all 84 atoms, in Å:
1 Au -0.36110 -0.10934 0.22205
2 C 2.67163 -0.33369 -1.61968
3 C 2.83514 0.11838 -0.20087
4 C 4.08689 0.27277 0.36267
5 C 4.17112 0.75285 1.67542
6 C 3.04478 1.06110 2.38559
7 C 1.75724 0.87377 1.80005
8 N 1.72873 0.41796 0.49344
9 N 0.58613 1.09334 2.33826
10 Si 0.11059 1.31997 3.95902
11 C 0.74634 2.92936 4.72451
12 C -1.76281 1.40862 3.95582
13 C 0.67614 -0.11554 5.04976
14 H 3.49820 -0.98268 -1.90968
15 H 2.67660 0.53549 -2.28115
16 H 1.73233 -0.86435 -1.75865
17 H 4.96924 0.03448 -0.21363
18 H 5.14427 0.88606 2.13586
19 H 3.10963 1.42712 3.40164
20 H 0.50453 3.77350 4.07285
21 H 1.82869 2.92341 4.87364
22 H 0.27975 3.11575 5.69620
23 H -2.09697 2.20532 3.28544
24 H -2.15910 1.61590 4.95336
25 H -2.19648 0.47193 3.59700
26 H 1.67815 0.04769 5.45403
27 H 0.69667 -1.03810 4.46530
28 H -0.00310 -0.26650 5.89311
29 C -3.59868 2.19551 -4.24106
30 C -2.55180 1.28600 -4.16183
31 C -1.79902 1.19490 -2.99992
32 C -2.06785 2.01895 -1.90397
33 C -3.13950 2.90992 -1.99495
34 C -3.90464 2.99715 -3.15048
35 Si -0.92373 2.02986 -0.41704
36 C 0.65866 2.93314 -0.88572
37 C 1.34912 3.61974 0.11750
38 C 2.55079 4.25717 -0.14824
39 C 3.07995 4.23256 -1.43211
40 C 2.39815 3.57421 -2.44434
41 C 1.19868 2.92978 -2.17026
42 H -4.18948 2.26593 -5.14700
43 H -2.32730 0.63921 -5.00125
44 H -1.01214 0.44904 -2.93283
45 H -3.38497 3.55058 -1.15464
46 H -4.74188 3.68280 -3.18934
47 H -1.53288 2.80302 0.68859
48 H 0.95583 3.62109 1.12841
49 H 3.08077 4.76438 0.64870
50 H 4.02092 4.72672 -1.64166
51 H 2.80279 3.55588 -3.44942
52 H 0.68076 2.41807 -2.97364
53 S -6.39797 3.27040 -0.26255
54 C -5.43210 1.92335 -0.34090
55 S -4.19348 1.51004 0.80583
56 C -3.73518 0.13679 -0.16654
57 N -4.46024 -0.02180 -1.21716
58 N -5.40971 0.96832 -1.29976
59 C -6.31573 0.89392 -2.40107
60 C -7.67782 0.80145 -2.16254
61 C -8.54543 0.70601 -3.23805
62 C -8.05042 0.69378 -4.53543
63 C -6.68376 0.77436 -4.75838
64 C -5.80773 0.87760 -3.68798
65 S -2.48999 -0.97501 0.32274
66 H -8.04342 0.82395 -1.14552
67 H -9.61131 0.63921 -3.06240
68 H -8.73186 0.61506 -5.37305
69 H -6.29474 0.75816 -5.76835
70 H -4.73696 0.93250 -3.83341
71 I 0.49009 -9.19569 0.71297
72 C 0.37072 -7.13317 0.38309
73 C -0.56954 -6.63740 -0.50690
74 C -0.63328 -5.27052 -0.73172
75 C 0.21744 -4.40470 -0.05752
76 C 1.14181 -4.91648 0.84374
77 C 1.23338 -6.28355 1.05898
78 C 0.12177 -2.92346 -0.30628
79 O 0.17194 -2.20467 0.75682
80 O 0.00577 -2.52198 -1.46642
81 H -1.24204 -7.30925 -1.02300
82 H -1.34498 -4.86085 -1.43696
83 H 1.78678 -4.23500 1.38351
84 H 1.96092 -6.68155 1.75339

**Max |F|**: 1.59 eV/Å
**LUMO level**: 2.0 eV
**Molar mass**: 1031.95 g/mol
**Charge**: -1
**2S+1**: 1

***

Entry 3:
Below is C2Cl4OS in the gas phase in a non-equilibrium geometry, with properties calculated with wB97M-V/def2-TZVPD.

Positions of all 8 atoms, in Å:
1 C 0.37570 -0.20953 -0.34085
2 C -0.70645 -0.42977 -1.09551
3 O 1.31095 -0.18603 2.00951
4 S 0.01327 0.09278 1.52160
5 Cl -0.15243 2.17849 1.89382
6 Cl 2.03732 -0.45265 -0.68652
7 Cl -2.32465 -0.23611 -0.48554
8 Cl -0.55371 -0.75718 -2.81651

**Max |F|**: 2.84 eV/Å
**LUMO level**: -0.9 eV
**Molar mass**: 213.90 g/mol
**Charge**: 0
**2S+1**: 1

***

Entry 4:
Below is a molecular structure, C8H17NO, with properties calculated with wB97M-V/def2-TZVPD.

Positions of all 27 atoms, in Å:
1 C -0.18780 0.55978 1.38883
2 C -0.86836 -0.59705 1.92195
3 C -0.90775 1.86456 1.24809
4 C 1.28977 0.63135 1.57656
5 C 0.01625 1.20880 -1.73696
6 C -0.52309 0.04723 -0.94474
7 N -1.72848 -0.30253 -1.03678
8 H -1.91960 -1.12845 -0.45896
9 H -0.58037 -1.47018 1.23202
10 H -0.42947 -0.94122 2.86386
11 H -1.94904 -0.49049 1.99668
12 H -1.93220 1.73444 0.90809
13 H -0.38994 2.56190 0.59123
14 H -0.93649 2.32635 2.24561
15 H 1.74139 -0.35957 1.58585
16 H 1.77465 1.25538 0.82425
17 H 1.48884 1.09878 2.55110
18 H 0.97828 1.55225 -1.35405
19 H 0.16216 0.90622 -2.77505
20 H -0.69366 2.03579 -1.73733
21 C 0.70446 -1.91094 -2.18400
22 C 0.73803 -1.38668 -0.74093
23 O 0.37529 -2.22168 0.15799
24 H 1.64110 -0.77924 -0.54582
25 H -0.26659 -2.35215 -2.40133
26 H 1.46346 -2.69487 -2.24998
27 H 0.93916 -1.14777 -2.92617

**Max |F|**: 0.35 eV/Å
**LUMO level (alpha / beta)**: -0.8 / -0.8 eV
**Molar mass**: 143.23 g/mol
**Charge**: 0
**2S+1**: 1

***

Entry 5:
Below is C15H19NO4 in the gas phase, with properties calculated with wB97M-V/def2-TZVPD.

Positions of all 39 atoms, in Å:
1 O 2.21381 0.93711 -0.01565
2 C 1.35679 1.32292 -0.76649
3 O 1.07616 2.62459 -0.86991
4 H 0.18945 2.78458 -1.23669
5 C 0.57014 0.37597 -1.65734
6 H 1.27874 -0.04435 -2.37594
7 H -0.21135 0.90775 -2.20121
8 C -0.02532 -0.76835 -0.81736
9 C -0.32864 -1.98729 -1.65287
10 C -1.10587 -1.89573 -2.80157
11 C -1.38682 -3.02187 -3.55363
12 C -0.89753 -4.25780 -3.16614
13 C -0.12466 -4.35984 -2.02295
14 C 0.15704 -3.23127 -1.27292
15 H 0.76539 -3.31684 -0.38362
16 H 0.26190 -5.31983 -1.71408
17 H -1.11746 -5.13673 -3.75349
18 H -1.99003 -2.93451 -4.44532
19 H -1.49500 -0.93838 -3.11557
20 H 0.72481 -1.04138 -0.06898
21 C -1.30857 -0.29015 -0.10769
22 C -1.13159 1.10449 0.45972
23 O -1.52548 2.07755 -0.17477
24 N -0.50797 1.24612 1.64288
25 C 0.14102 0.19200 2.39737
26 H -0.44682 -0.72641 2.35747
27 C 0.28089 0.63224 3.85305
28 O 1.09577 1.77375 4.00065
29 C 1.08078 2.62166 2.86405
30 H 1.87173 2.32610 2.16141
31 C -0.26382 2.58941 2.15128
32 H -1.06723 2.87591 2.84000
33 H -0.26655 3.28295 1.30837
34 H 1.29412 3.62796 3.23050
35 H 0.74775 -0.16274 4.44108
36 H -0.71964 0.82903 4.26956
37 H 1.13978 -0.00129 1.98437
38 H -2.11330 -0.22224 -0.84298
39 H -1.60496 -1.00979 0.65488

**SMILES**: O=C(O)C[C@@H](CC(=O)N1CCOCC1)c1ccccc1
**Max |F|**: 0.57 eV/Å
**LUMO level**: 0.7 eV
**Molar mass**: 277.32 g/mol
**Charge**: 0
**2S+1**: 1

***

Entry 6:
Below is a molecular structure, C30H27Br6N5O8 in a non-equilibrium geometry, with properties calculated with wB97M-V/def2-TZVPD.

Positions of all 76 atoms, in Å:
1 N -1.15798 0.68300 -2.31134
2 C -0.51296 1.20750 -3.39681
3 C 0.81400 1.09152 -3.18310
4 C 1.00962 0.65065 -1.82384
5 C -0.31957 0.48646 -1.32307
6 H -2.10355 0.32962 -2.27789
7 H -1.05828 1.35294 -4.31762
8 H 1.60770 1.32436 -3.87752
9 H 1.99382 0.47457 -1.41551
10 H -0.64307 0.13061 -0.35607
11 C -0.52073 4.21384 -7.60522
12 Br -0.66969 3.85093 -5.58150
13 Br -2.28170 4.36576 -8.40724
14 Br 0.68819 2.91172 -8.47377
15 H -0.03236 5.17928 -7.73756
16 C -3.63903 1.38272 -7.07500
17 Br -3.64253 2.42504 -5.34002
18 Br -5.39338 0.90447 -7.81294
19 Br -2.63009 -0.34886 -6.91468
20 H -3.01758 1.91498 -7.79514
21 C -2.71707 -3.77081 1.97725
22 C -2.66163 -5.08090 2.24455
23 C -2.05719 -5.96531 1.42803
24 C -1.47912 -5.52216 0.27003
25 C -1.50991 -4.17590 -0.02998
26 C -2.10100 -3.31393 0.83657
27 N -0.89133 -6.44367 -0.65733
28 O -0.91734 -6.14159 -1.85202
29 O -0.16611 -7.30531 -0.18116
30 H -3.15868 -3.17368 2.76135
31 H -2.73031 -5.49782 3.23846
32 H -1.83027 -6.94808 1.81414
33 H -1.17104 -3.62486 -0.89479
34 H -2.00287 -2.26074 0.61849
35 C 0.04465 -2.15692 6.63566
36 C 0.82388 -1.03859 6.76745
37 C 0.97653 -0.06808 5.80620
38 C 0.34335 -0.22023 4.53878
39 C -0.47560 -1.31613 4.43946
40 C -0.70696 -2.17653 5.42511
41 N 0.49093 0.72189 3.44131
42 O 0.74413 1.87768 3.72887
43 O 0.25160 0.42175 2.29600
44 H -0.15886 -2.95723 7.33171
45 H 1.15065 -0.69776 7.73876
46 H 1.59779 0.78715 6.02759
47 H -1.22867 -1.47052 3.68088
48 H -1.53048 -2.86130 5.28620
49 C -0.61010 4.50786 -1.32509
50 C -0.12276 4.11969 -0.08927
51 C -0.32116 4.97850 0.99110
52 C -0.94302 6.22707 0.90671
53 C -1.59348 6.51292 -0.29623
54 C -1.37862 5.69111 -1.44379
55 N -1.28665 6.94076 2.11303
56 O -2.11624 7.87159 2.11466
57 O -0.62994 6.70489 3.12644
58 H -0.55702 3.72785 -2.07019
59 H 0.25776 3.17091 0.25920
60 H 0.09867 4.68192 1.94093
61 H -2.21359 7.39346 -0.37702
62 H -1.91466 5.87215 -2.36374
63 C 5.83516 -2.00663 -0.04488
64 C 5.73817 -2.58195 1.18643
65 C 4.47912 -2.92591 1.62663
66 C 3.32980 -2.60364 0.91776
67 C 3.50083 -1.84492 -0.23298
68 C 4.72597 -1.50519 -0.75451
69 N 2.01557 -2.90824 1.44156
70 O 1.93428 -3.56544 2.41956
71 O 1.03602 -2.43932 0.89230
72 H 6.75584 -1.77240 -0.55859
73 H 6.63498 -2.73429 1.76859
74 H 4.46122 -3.33635 2.62545
75 H 2.70084 -1.36794 -0.77970
76 H 4.76314 -0.96001 -1.68607

**Max |F|**: 3.80 eV/Å
**LUMO level (alpha / beta)**: -3.4 / -7.3 eV
**Molar mass**: 1065.00 g/mol
**Charge**: +1
**2S+1**: 2

***

Look up the max |F| of the fourth one.
0.35 eV/Å

***

Repeat the fourth record exactly.
Below is a molecular structure, C8H17NO, with properties calculated with wB97M-V/def2-TZVPD.

Positions of all 27 atoms, in Å:
1 C -0.18780 0.55978 1.38883
2 C -0.86836 -0.59705 1.92195
3 C -0.90775 1.86456 1.24809
4 C 1.28977 0.63135 1.57656
5 C 0.01625 1.20880 -1.73696
6 C -0.52309 0.04723 -0.94474
7 N -1.72848 -0.30253 -1.03678
8 H -1.91960 -1.12845 -0.45896
9 H -0.58037 -1.47018 1.23202
10 H -0.42947 -0.94122 2.86386
11 H -1.94904 -0.49049 1.99668
12 H -1.93220 1.73444 0.90809
13 H -0.38994 2.56190 0.59123
14 H -0.93649 2.32635 2.24561
15 H 1.74139 -0.35957 1.58585
16 H 1.77465 1.25538 0.82425
17 H 1.48884 1.09878 2.55110
18 H 0.97828 1.55225 -1.35405
19 H 0.16216 0.90622 -2.77505
20 H -0.69366 2.03579 -1.73733
21 C 0.70446 -1.91094 -2.18400
22 C 0.73803 -1.38668 -0.74093
23 O 0.37529 -2.22168 0.15799
24 H 1.64110 -0.77924 -0.54582
25 H -0.26659 -2.35215 -2.40133
26 H 1.46346 -2.69487 -2.24998
27 H 0.93916 -1.14777 -2.92617

**Max |F|**: 0.35 eV/Å
**LUMO level (alpha / beta)**: -0.8 / -0.8 eV
**Molar mass**: 143.23 g/mol
**Charge**: 0
**2S+1**: 1